Record 1
This record from the OMol25 dataset describes a cluster of 2 separate species, CH3BrO2 in total. The level of theory is ωB97M-V with the def2-TZVPD basis set.

```
7
Properties=species:S:1:pos:R:3:lowdin_charge:R:1
Br -1.79431 -2.68269 -1.22522 0.656
O -0.46555 -2.66702 -0.01694 -0.657
O 0.81067 0.62888 0.47491 -0.001
C 0.57421 1.79009 0.32912 -0.137
H -0.03290 -1.80284 -0.06972 -0.024
H 0.39144 2.23565 -0.66256 0.082
H 0.51644 2.49792 1.17041 0.081
```

Its relative energy (zero: lowest compared OMol25 entry of this formula, charge and spin) is 211.1 kJ/mol. As for the HOMO energy: -9.86 eV.

=====

Record 2
This record from the OMol25 dataset describes a cluster of 4 separate species, C25H49BN7O6 in total. The level of theory is ωB97M-V with the def2-TZVPD basis set.

```
88
Properties=species:S:1:pos:R:3:lowdin_charge:R:1
O -0.39932 0.11475 -4.86996 0.009
O 0.31886 -2.11488 0.25967 0.180
O 0.39159 0.10725 1.28227 -0.026
O -2.34784 0.28777 1.38097 -0.068
O -0.84824 0.74542 6.81741 0.012
O 3.76743 0.06831 -8.55666 0.006
N -0.59198 -2.63808 4.47948 0.091
N -0.74283 -1.24127 7.84319 0.004
N -3.43502 -2.08522 2.94124 0.161
N 5.60202 -0.13654 -9.82126 0.007
N -5.16400 -2.14214 1.31482 0.253
N 1.59301 0.70535 -5.69942 0.023
N -2.78593 -2.09454 0.70558 0.190
C 6.69668 0.31212 -10.66005 -0.072
C -2.03930 -1.53586 2.79608 -0.116
C -1.90519 -1.06673 1.29062 -0.286
C -1.29512 3.84108 0.65162 -0.373
C -3.88089 -2.12298 1.59637 -0.277
C -1.23569 0.76133 9.17938 -0.010
C 0.79761 0.29920 -4.68122 -0.555
C -0.19264 -5.13487 2.91336 -0.007
C 1.43531 0.08756 -3.33040 -0.012
C -0.79794 -2.16853 8.95630 -0.077
C 0.40374 -4.95580 4.25340 -0.027
C -1.92257 1.65364 -0.72614 -0.288
C 0.25005 3.56280 0.66897 -0.076
C 3.01823 0.97484 -5.67588 -0.074
C -0.98587 -3.98525 2.49500 -0.016
C -2.00723 3.49596 2.04386 -0.063
C -2.07495 3.21184 -0.56454 -0.160
C -2.91461 0.81211 0.17196 -0.145
C 0.11808 -3.70014 4.90931 -0.143
C -0.92995 0.10578 7.85782 -0.556
C -2.32270 1.33756 -2.24704 -0.067
C 0.93030 0.01913 2.63060 -0.027
C -1.16185 -2.77009 3.25732 -0.224
C 4.64532 2.09746 -9.47538 -0.007
C 4.62641 0.60898 -9.24259 -0.541
B -0.30994 -1.06259 0.92009 -0.542
H -3.00011 3.02331 1.85246 0.057
H -0.85036 1.35893 -0.63662 0.118
H 0.99743 -1.04657 2.96207 0.091
H -2.16313 0.36110 9.59285 0.085
H -1.81875 -0.75764 3.56449 0.169
H 1.24557 -1.81230 0.15558 0.134
H 0.84558 4.29600 0.05909 0.082
H -3.17935 1.99257 -2.56819 0.093
H -1.34722 2.91611 2.73095 0.070
H 2.20186 -0.68677 -3.39313 0.086
H 0.27083 0.61614 3.32238 0.109
H -3.16303 3.48202 -0.43337 0.123
H -5.57363 -2.23058 0.38926 0.152
H 0.67462 -0.23554 -2.62060 0.065
H 0.16659 -2.67424 9.03584 0.082
H -0.04619 -6.04695 2.30443 0.110
H 5.57115 2.52730 -9.08905 0.087
H -1.41195 4.95818 0.55069 0.126
H 6.68273 1.38788 -10.80879 0.074
H -3.03696 -2.00647 -0.28112 0.160
H -1.74484 3.72111 -1.50823 0.123
H -1.57081 -2.91220 8.75130 0.083
H 3.17774 2.01222 -5.97717 0.086
H -2.58056 0.26230 -2.41364 0.073
H 1.94356 0.50284 2.62935 0.112
H 5.52466 -1.12271 -9.62155 0.142
H -3.72235 1.53121 0.49058 0.129
H 3.80779 2.55409 -8.95179 0.080
H 1.01074 -5.76089 4.72963 0.109
H -3.42221 0.06994 -0.49332 0.104
H 3.45012 0.81468 -4.69118 0.074
H -1.01982 -1.66832 9.89447 0.075
H 0.54581 2.52071 0.40108 0.054
H 0.59339 3.71506 1.73331 0.082
H -2.22726 4.46599 2.57292 0.082
H 4.54651 2.31321 -10.54046 0.088
H -3.96628 -1.39275 3.47863 0.161
H -0.54237 -1.60729 6.92221 0.100
H -5.80377 -2.03474 2.10546 0.153
H -1.40803 1.54895 -2.85516 0.071
H 3.50149 0.31749 -6.39627 0.056
H 7.63727 0.02480 -10.18676 0.085
H -1.47656 -4.04862 1.49533 0.105
H 1.87218 1.02071 -2.96952 0.086
H 1.09872 0.82566 -6.57133 0.145
H 6.62022 -0.18739 -11.62743 0.086
H -0.41284 0.60152 9.87824 0.087
H -1.35821 1.83193 9.02957 0.084
H 0.55702 -3.59669 5.93635 0.108
```

The net charge is +1. As for the HOMO energy: -10.62 eV.

=====

Record 3
This record from the OMol25 dataset describes a structure of composition C3H7O2Tm. The level of theory is ωB97M-V with the def2-TZVPD basis set.

```
13
Properties=species:S:1:pos:R:3:lowdin_charge:R:1
Tm -0.32666 -1.31825 2.55699 1.155
O -1.37770 1.07797 1.50541 -0.017
O 0.01656 -0.37312 -0.22227 -0.286
C 0.18622 1.00956 -0.28623 -0.195
C -0.65216 1.68847 0.74767 -0.179
C 0.68584 -1.09768 -1.23911 -0.063
H 0.54176 -2.16449 -1.03772 0.102
H -1.75269 -2.55181 1.89630 -0.203
H 0.22804 -0.84754 -2.20776 0.111
H 1.24285 1.28515 -0.10273 0.155
H -0.12769 1.40560 -1.27063 0.161
H -0.42768 2.76022 0.91160 0.153
H 1.76332 -0.87409 -1.25152 0.105
```

The net charge is +1. Its relative energy (zero: lowest compared OMol25 entry of this formula, charge and spin) is 193.4 kJ/mol. The expectation value of S² is 3.753. The multiplicity is 4. As for the HOMO energy (alpha / beta): -9.98 / -13.30 eV.

=====

Record 4
This record from the OMol25 dataset describes a structure of composition C30H22N3O3PPdS. The level of theory is ωB97M-V with the def2-TZVPD basis set.

```
61
Properties=species:S:1:pos:R:3:lowdin_charge:R:1
Pd 1.65997 -0.62580 0.34035 0.701
S 3.54498 -2.11294 0.03678 0.648
P 0.12569 1.20042 0.24763 1.055
O 2.12585 0.05617 2.34535 -0.206
O 3.16623 1.69847 3.43169 0.050
O 1.30529 -1.26595 -1.74885 -0.278
N 2.15754 -2.14084 -2.27291 -0.211
N 0.10020 -1.94759 1.15369 -0.012
N -3.95945 -4.84791 3.05282 0.174
C -2.42318 0.27586 1.01278 -0.093
C -3.61501 -0.39909 0.78411 -0.078
C 3.80506 -3.94959 -3.51515 -0.070
C -0.14151 -1.96791 2.46486 -0.083
C -1.08630 3.07613 1.87193 -0.104
C 1.64359 2.57589 -1.59246 -0.089
C 0.84971 4.26219 -3.10570 -0.081
C 1.90980 -2.52005 -3.54950 -0.030
C 0.35436 2.40146 -1.09767 -0.345
C -0.65235 -2.67476 0.32779 -0.101
C 1.89232 3.50893 -2.58950 -0.075
C 3.21715 -2.62298 -1.56849 -0.672
C -0.44238 4.08305 -2.62698 -0.076
C -1.53230 0.50648 -0.03372 -0.365
C 2.20680 1.24298 2.83301 -0.628
C -1.17516 -2.71440 3.00193 0.015
C 0.95007 2.13399 2.78440 -0.113
C -0.01456 2.18255 1.76899 -0.287
C -0.69041 3.15751 -1.62720 -0.090
C -1.84617 0.03783 -1.31032 -0.104
C -3.07464 -4.23425 2.65451 -0.165
C 4.04464 -3.55495 -2.22687 -0.096
C -1.23487 3.89148 2.97621 -0.075
C -1.97055 -3.46315 2.14379 -0.214
C -3.04080 -0.62838 -1.53649 -0.078
C 0.79420 2.98306 3.88235 -0.020
C -3.92833 -0.84840 -0.49040 -0.086
C 2.70679 -3.41617 -4.19864 -0.062
C -0.28590 3.83815 3.99140 -0.063
C -1.70006 -3.45071 0.78069 0.007
H -4.86101 -1.36787 -0.66914 0.105
H 1.04008 4.98723 -3.88628 0.104
H -1.35916 -2.70758 4.06650 0.127
H 1.56107 2.95571 4.64367 0.118
H -2.18806 0.62454 2.01046 0.107
H -0.38451 4.47382 4.86204 0.105
H -1.14514 0.18323 -2.12361 0.108
H -1.25742 4.66611 -3.03577 0.105
H 4.88183 -3.94203 -1.66457 0.104
H 0.51676 -1.35328 3.06765 0.110
H -0.40085 -2.59944 -0.72289 0.108
H -3.27905 -0.97889 -2.53273 0.106
H -4.30067 -0.56897 1.60468 0.109
H 4.45802 -4.66377 -3.99761 0.110
H 1.04054 -2.04669 -3.97886 0.133
H 2.89871 3.64096 -2.96380 0.106
H -2.30121 -4.02167 0.08835 0.127
H 2.47641 -3.69169 -5.21672 0.106
H -1.70259 3.01251 -1.27034 0.102
H 2.45636 1.97769 -1.19472 0.096
H -1.81977 3.12484 1.07605 0.098
H -2.07664 4.56846 3.04145 0.104
```

Its relative energy (zero: lowest compared OMol25 entry of this formula, charge and spin) is 0.0 kJ/mol. The expectation value of S² is 2.008. The multiplicity is 3. As for the HOMO energy (alpha / beta): -7.37 / -8.08 eV.

=====

Largest force on an atom for the records above, in order: 0.58; 3.96; 2.01; 0.18 eV/Å